Record 1
20
Properties=species:S:1:pos:R:3:lowdin_charge:R:1 method="wB97M-V/def2-TZVPD" smiles="C=C(C)CCCC=O" orbital_gap_ev=10.25 energy_ha=-349.1130 de_lowest_kcal_mol=22.4 charge=0 e_lumo_ev=0.9
C 1.218 -2.079 -1.464 0.034
C -0.409 1.082 2.617 -0.271
C -0.170 1.334 1.130 -0.160
C 0.270 0.229 -1.111 -0.184
O -0.554 1.967 3.411 0.055
C -0.660 -1.366 -2.889 -0.076
H 0.706 1.989 1.158 0.127
H 1.357 -2.989 -2.025 0.061
H -0.407 0.003 2.879 0.123
C 0.000 0.031 0.366 -0.225
H 1.753 -1.991 -0.524 0.057
H 0.758 -0.632 0.772 0.103
H -1.630 -0.911 -2.712 0.074
H -0.797 -2.433 -3.074 0.072
H -0.958 -0.486 0.462 0.126
C 0.408 -1.100 -1.858 -0.357
H -0.355 -1.001 -3.883 0.082
H -1.010 1.892 0.713 0.126
H 1.236 0.721 -1.281 0.122
H -0.449 0.848 -1.647 0.111

***

Record 2
20
Properties=species:S:1:pos:R:3:lowdin_charge:R:1 method="wB97M-V/def2-TZVPD" smiles="C=C/C=C/C(=C)C.O" orbital_gap_ev=9.53 energy_ha=-349.0780 de_lowest_kcal_mol=44.3 charge=0 e_lumo_ev=0.7
H -0.885 3.520 -0.523 0.060
C -1.684 1.542 -0.889 -0.183
H -2.597 1.083 -1.259 0.103
C -0.196 -0.449 -1.003 -0.077
H 0.586 -2.736 1.150 0.087
C 1.699 -1.898 -1.535 0.039
C 1.000 -1.781 0.830 -0.049
O 0.171 0.811 3.208 -0.060
H 2.053 -1.759 1.090 0.081
H 1.710 -1.500 -2.535 0.063
C -1.716 2.869 -0.767 0.003
C -0.507 0.759 -0.531 -0.127
H 0.202 1.246 0.128 0.109
H 0.276 0.639 2.266 -0.015
H -0.503 0.212 3.559 0.045
C 0.931 -1.331 -0.616 -0.357
H 0.571 -1.028 1.484 0.034
H 2.396 -2.690 -1.276 0.069
H -0.921 -0.928 -1.670 0.121
H -2.587 3.418 -1.111 0.051

***

Record 3
20
Properties=species:S:1:pos:R:3:lowdin_charge:R:1 method="wB97M-V/def2-TZVPD" smiles=C[C@]12COCC[C@@H]1C2 orbital_gap_ev=10.18 energy_ha=-348.9534 de_lowest_kcal_mol=122.5 charge=0 e_lumo_ev=0.9
H -2.475 0.970 0.287 0.047
H 2.623 0.410 0.865 0.111
H -0.046 -2.366 -0.419 0.124
H 0.125 0.874 -1.545 0.158
H -0.966 -0.391 2.048 0.056
H 2.368 0.704 -0.789 0.100
C -0.878 -0.515 -0.238 -0.431
H 0.006 -1.657 1.357 0.107
C -0.339 0.870 -0.469 -0.252
C 0.850 1.392 0.330 -0.150
H 0.501 -1.341 -2.004 0.116
H -2.412 0.789 -1.551 0.101
C -0.904 -0.985 1.152 -0.096
C 0.144 -1.383 -0.983 0.009
C -1.921 0.762 -0.546 0.067
O 1.581 -1.005 -0.234 -0.182
H -2.149 -1.354 1.303 0.161
H 1.264 2.329 -0.091 0.114
H 0.725 1.587 1.437 0.121
C 1.901 0.310 0.091 -0.280